[1]
Computed, not measured: C19H18N2O2SSn as an isolated structure in a non-equilibrium geometry, with ωB97M-V/def2-TZVPD.

The geometry in XYZ format:
```
43
C19H18N2O2SSn, DFT ωB97M-V/def2-TZVPD
C -3.0808 1.9466 2.3981
C -3.9368 1.0351 1.8001
C -3.5360 -0.4405 1.8671
C -2.2027 -0.4916 1.1311
C -2.1089 -0.6890 -0.2166
C -0.8751 -0.6916 -0.8830
C 0.2938 -0.4838 -0.1262
C 0.2390 -0.3141 1.2625
N 1.3588 -0.1343 2.1522
C 1.9314 1.2393 2.2101
C 2.1545 2.1404 1.0000
O 2.2198 1.6411 3.3075
C 2.3350 -1.1413 2.0323
C 1.9892 -2.6157 2.2876
O 3.4765 -0.8774 1.7287
C -1.0034 -0.3249 1.8555
S 1.8398 -0.4653 -0.9813
C 1.3562 0.0508 -2.6005
C 2.2366 0.6896 -3.4576
C 1.8841 1.0504 -4.7316
C 0.5824 0.7594 -5.1520
C -0.2970 0.1350 -4.3119
C 0.0644 -0.2345 -3.0200
N -0.9085 -0.9060 -2.2489
H -2.4332 2.6245 1.8332
H -2.9930 2.0147 3.4916
H -4.8516 1.3451 1.2824
H -3.3538 -0.7417 2.9095
H -4.3118 -1.0249 1.3642
H -3.0190 -0.8434 -0.7994
H 2.9374 1.7105 0.3694
H 1.2198 2.3460 0.4638
H 2.5228 3.0955 1.3850
H 2.8771 -3.1124 2.6999
H 1.8204 -3.0845 1.2892
H 1.1274 -2.7556 2.9793
H -1.0778 -0.1946 2.9355
H 3.2422 0.8637 -3.0732
H 2.6311 1.5189 -5.3634
H 0.3032 1.0207 -6.1701
H -1.2952 -0.0634 -4.7045
H -1.8394 -0.7577 -2.6228
Sn 0.4814 -4.8392 2.4276
```

Results
Highest occupied orbital energy = -12.87 eV
Total charge = +2
Calculated total energy = -1606.43546 a.u.

[2]
Computed, not measured: C22H25F17NO in the gas phase in a non-equilibrium geometry, with ωB97M-V/def2-TZVPD.

The geometry in XYZ format:
```
66
C22H25F17NO, DFT ωB97M-V/def2-TZVPD
C -0.8132 2.1361 -0.0732
C 0.0605 2.2223 0.9748
C 0.9804 1.1458 1.4862
C 1.7374 0.2618 0.4625
C 0.9050 -0.9342 -0.0527
C 0.1830 -1.7256 1.0335
C -0.5063 -2.9792 0.5524
F -0.9479 -3.7115 1.5944
F 0.4129 -3.7571 -0.0914
C -1.6616 -2.8326 -0.4776
F -2.2434 -4.0387 -0.6164
F -1.1409 -2.5004 -1.6677
C -2.7470 -1.7947 -0.0848
F -2.9239 -1.8450 1.2438
F -2.2777 -0.5744 -0.4085
C -4.1060 -2.0040 -0.8014
F -3.8617 -2.3578 -2.0754
F -4.7717 -3.0053 -0.2179
C -5.0461 -0.7577 -0.8863
F -6.1966 -1.2108 -1.4224
F -4.5218 0.1277 -1.7422
C -5.3947 -0.0480 0.4460
F -4.3819 0.7706 0.7785
F -5.5196 -0.9639 1.4178
C -6.7050 0.7956 0.4615
F -6.7104 1.4086 1.6645
F -7.7785 0.0025 0.4065
C -6.8450 1.9261 -0.5929
F -5.8128 2.7671 -0.5222
F -7.9617 2.6067 -0.3024
F -6.9658 1.4396 -1.8267
C 2.2099 1.0956 -0.7475
C 3.5258 0.6705 -1.4048
C 3.4257 -0.6562 -2.1745
C 3.8874 1.7492 -2.4392
N 4.6667 0.6158 -0.4331
O 5.6132 -0.1484 -0.8209
C 4.2894 0.4994 1.0127
C 4.2586 1.9089 1.6207
C 5.4023 -0.2554 1.7478
C 2.9991 -0.3031 1.1824
H -1.8861 2.1719 0.1119
H -0.4912 2.0853 -1.1102
H 0.0645 3.1490 1.5566
H 1.7169 1.6239 2.1348
H 0.3577 0.5474 2.1537
H 0.1989 -0.5726 -0.8022
H 1.5593 -1.6277 -0.5794
H -0.5334 -1.1287 1.5968
H 0.9210 -2.0830 1.7586
H 1.4584 1.0147 -1.5353
H 2.2697 2.1543 -0.4897
H 2.4578 -0.7034 -2.6784
H 4.1807 -0.6748 -2.9562
H 3.5329 -1.5342 -1.5409
H 4.8782 1.5676 -2.8486
H 3.8520 2.7322 -1.9644
H 3.1256 1.7578 -3.2212
H 3.3949 2.4719 1.2643
H 5.1359 2.4759 1.3145
H 4.1571 1.8603 2.7047
H 6.3629 0.2366 1.6206
H 5.4446 -1.3038 1.4611
H 5.1445 -0.2307 2.8094
H 2.7838 -0.4310 2.2466
H 3.1975 -1.3053 0.7888
```

Results
Highest occupied orbital energy (alpha / beta) = -8.19 / -8.19 eV
Spin multiplicity = 2
<S²> = 0.7540
Calculated total energy = -2680.89101 a.u.

[3]
Computed, not measured: a 2-piece molecular cluster, C5H11ClNO overall in a non-equilibrium geometry, with ωB97M-V/def2-TZVPD.

The geometry in XYZ format:
```
19
C5H11ClNO, DFT ωB97M-V/def2-TZVPD
C 0.3695 -1.7162 -0.4673
C 3.0677 -0.2474 -0.9003
C -3.1121 -0.0872 1.6018
C -1.7766 1.4428 0.4909
C 1.7278 0.2323 -0.5794
N -1.9872 0.1866 1.1149
O 1.0831 -0.8845 0.0182
Cl -0.0877 -1.7051 -2.1153
H 3.1239 -1.2262 -1.5850
H 3.6528 0.5304 -1.3769
H 3.4843 -0.5819 0.0208
H -3.2226 -1.1847 2.0996
H -0.2892 -2.3653 0.2365
H -3.9353 0.5186 1.6406
H -2.7187 2.1073 0.3210
H -1.1821 1.2910 -0.3364
H -1.1506 2.0155 1.2169
H 1.1779 0.6671 -1.5496
H 1.7752 1.0065 0.1490
```

Results
Highest occupied orbital energy = -13.17 eV
Total charge = +1
Energy relative to the best compared isomer or geometry (same formula, charge and spin) = 93.7 kcal per mole
Calculated total energy = -786.90841 a.u.

[4]
Computed, not measured: C26H31ErN3P2 as an isolated structure in a non-equilibrium geometry, with ωB97M-V/def2-TZVPD.

The geometry in XYZ format:
```
63
C26H31ErN3P2, DFT ωB97M-V/def2-TZVPD
C -2.5770 1.5598 -3.1648
C -1.9824 1.3891 -1.9203
C -2.3891 0.2891 -1.1103
C -3.4052 -0.5653 -1.5360
C -4.0125 -0.3455 -2.7771
C -3.5956 0.7019 -3.6020
C -3.7619 -1.7208 -0.6338
C -3.7070 -1.2968 0.8132
C -2.6834 -0.4215 1.1707
C -2.5290 0.0088 2.5173
C -3.3757 -0.5146 3.4876
C -4.4013 -1.4066 3.1418
C -4.5712 -1.7815 1.8050
H -2.2536 2.3924 -3.7948
H -4.8159 -1.0146 -3.1034
H -4.0606 0.8626 -4.5788
H -4.7343 -2.1527 -0.8949
H -3.2529 -0.1986 4.5264
H -5.0664 -1.7970 3.9171
H -5.3768 -2.4698 1.5268
N -1.8749 0.0961 0.1564
Er 0.2931 -0.4044 0.2787
C -0.9174 2.3559 -1.4258
H -1.1914 2.7627 -0.4360
H -0.7816 3.1834 -2.1311
C -1.4936 1.0720 2.8596
H -1.6672 1.9688 2.2382
H -1.5476 1.3466 3.9144
P 0.7088 1.5168 -1.2249
P 0.2701 0.6291 2.5907
C 0.7662 -0.5276 3.8466
H 1.8298 -0.7845 3.7217
H 0.6027 -0.0368 4.8062
H 0.1767 -1.4482 3.7725
C 1.2094 2.1207 2.7852
H 1.1571 2.3904 3.8415
H 2.2588 1.9634 2.4903
H 0.7949 2.9312 2.1709
C 1.1071 0.8901 -2.8673
H 0.9788 1.6901 -3.6001
H 2.1477 0.5360 -2.8847
H 0.4572 0.0434 -3.1397
C 1.9298 2.7589 -0.8548
H 2.8923 2.2844 -0.6132
H 2.0479 3.4016 -1.7332
H 1.6225 3.3646 0.0075
H -3.0038 -2.5255 -0.7816
H -0.2471 -1.6109 1.4328
N 4.6494 -1.0258 0.8511
C 3.4375 -0.6765 1.2453
N 2.5588 -0.7577 0.2434
C 3.2548 -1.2466 -0.8667
C 2.8033 -1.6794 -2.1171
C 3.7735 -2.1907 -2.9814
C 5.1080 -2.2984 -2.6027
C 5.5448 -1.9184 -1.3338
C 4.5706 -1.3975 -0.4922
H 5.5211 -1.0607 1.3986
H 3.2063 -0.3565 2.2395
H 1.7523 -1.6238 -2.3641
H 3.4532 -2.5265 -3.9647
H 5.8418 -2.7122 -3.2883
H 6.5504 -2.0159 -0.9776
```

Results
Highest occupied orbital energy (alpha / beta) = -9.23 / -9.23 eV
Spin multiplicity = 4
Total charge = +1
<S²> = 3.7532
Calculated total energy = -2871.18680 a.u.

[5]
Computed, not measured: a 14-piece molecular cluster, C18H13Cl52O3S overall in a non-equilibrium geometry, with ωB97M-V/def2-TZVPD.

The geometry in XYZ format:
```
87
C18H13Cl52O3S, DFT ωB97M-V/def2-TZVPD
C -0.7268 5.0940 -3.5769
C -1.1041 5.0105 -5.0396
O -2.2318 4.1345 -5.2283
C -2.4956 4.0121 -6.5988
C -2.9967 2.6237 -6.9651
S -1.7586 1.3169 -7.0438
C -0.3166 1.8954 -8.0170
O -0.5085 1.6622 -9.3547
O -1.4140 2.6952 -9.7771
H -0.1618 4.2026 -3.2968
H -1.6003 5.1337 -2.9398
H -0.0610 5.9440 -3.4359
H -0.2604 4.5557 -5.5703
H -1.3014 6.0051 -5.4477
H -1.6397 4.3272 -7.2023
H -3.3233 4.6910 -6.8453
H -3.5742 2.6593 -7.8820
H -3.6932 2.2894 -6.1894
H -1.2532 1.2200 -5.7964
H 0.5403 1.2846 -7.7251
H -0.0510 2.9313 -7.8004
H -1.8518 2.3016 -10.5474
C 5.3342 -1.3714 4.0637
Cl 5.8628 -1.6395 2.3904
Cl 6.4460 -2.1954 5.1537
Cl 5.3438 0.3636 4.4044
Cl 3.7034 -1.9952 4.3127
C -4.7800 -2.2524 1.5057
Cl -5.7121 -1.1512 2.5326
Cl -3.3593 -2.8190 2.3848
Cl -5.7841 -3.6192 1.0535
Cl -4.2718 -1.4264 0.0272
C -6.9606 2.0282 -1.0212
Cl -6.5713 0.9472 0.3112
Cl -6.8899 3.7030 -0.4700
Cl -5.7731 1.7830 -2.3203
Cl -8.5763 1.6765 -1.6311
C 2.1606 -1.8743 8.3361
Cl 3.2062 -1.0062 7.2057
Cl 0.9365 -0.7816 8.9892
Cl 1.3965 -3.2420 7.5121
Cl 3.1566 -2.4850 9.6582
C -9.2848 -2.6573 -2.2200
Cl -8.0311 -3.1986 -1.0978
Cl -10.5418 -1.7842 -1.3420
Cl -8.6247 -1.6003 -3.4869
Cl -9.9857 -4.0852 -2.9865
C -7.4627 0.0700 -7.2400
Cl -7.7548 0.6307 -5.5877
Cl -6.4651 1.2183 -8.1501
Cl -6.5872 -1.4462 -7.0597
Cl -8.9947 -0.1569 -8.0685
C 7.4382 -3.1319 10.7084
Cl 7.5663 -1.3765 10.8486
Cl 7.6520 -3.6059 9.0169
Cl 8.6806 -3.8987 11.6974
Cl 5.8414 -3.6507 11.2581
C -0.8730 2.5504 6.9970
Cl -1.1404 2.6189 8.7422
Cl 0.6131 1.6251 6.7208
Cl -2.2802 1.7909 6.2480
Cl -0.6843 4.1906 6.3659
C -2.9805 -2.9637 -6.4481
Cl -2.9787 -2.0768 -4.9133
Cl -2.9622 -1.8377 -7.8256
Cl -1.5492 -3.9838 -6.5452
Cl -4.4217 -3.9879 -6.5880
C 3.7904 -6.8273 6.7390
Cl 3.1243 -6.5458 8.3491
Cl 5.3051 -7.7241 6.8739
Cl 2.6366 -7.7557 5.7750
Cl 4.0950 -5.2731 5.9521
C 9.6653 0.8220 1.6496
Cl 9.4053 0.4658 -0.0704
Cl 8.1832 0.4679 2.5465
Cl 10.9717 -0.1906 2.2683
Cl 10.0877 2.5228 1.8239
C 13.3471 2.7715 -1.1014
Cl 12.8787 1.8887 0.3548
Cl 13.2112 4.5064 -0.8054
Cl 15.0091 2.3715 -1.5338
Cl 12.2666 2.3163 -2.4299
C -3.0501 -2.3318 6.4741
Cl -3.2157 -2.1097 8.2171
Cl -1.6813 -1.3657 5.9173
Cl -2.7272 -4.0369 6.1279
Cl -4.5763 -1.8572 5.7098
```

Results
Highest occupied orbital energy = -11.88 eV
Total charge = +1
Calculated total energy = -25246.98353 a.u.

[6]
Computed, not measured: C2HO4Zn as an isolated structure in a non-equilibrium geometry, with ωB97M-V/def2-TZVPD.

The geometry in XYZ format:
```
8
C2HO4Zn, DFT ωB97M-V/def2-TZVPD
O 0.1392 2.0009 0.4337
O -0.0858 -2.3748 0.3514
O -0.6012 0.7818 0.2912
O -0.4378 -1.9973 -0.9905
C 0.2919 -1.3271 0.9014
C 0.2504 -0.2177 0.0538
H 1.1901 0.0512 -0.4463
Zn -0.7469 3.0830 -0.5949
```

Results
Highest occupied orbital energy (alpha / beta) = -12.57 / -12.77 eV
Total charge = +1
Energy relative to the best compared isomer or geometry (same formula, charge and spin) = 245.7 kcal per mole
Calculated total energy = -2156.33599 a.u.